# 1
This record from the OMol25 dataset describes a cluster of 2 separate species, C5H15NO2 in total. The level of theory is wB97M-V/def2-TZVPD.

Results
Strongest force on any atom in hartree/bohr: 0.0252
LUMO in Eh: 0.03149
SMILES: CNCC[C@H](C)O.O
Charge: 0
Gap between HOMO and LUMO in eV: 9.252
Spin multiplicity: 1

XYZ file:
```
23
Properties=species:S:1:pos:R:3:nbo_charge:R:1
C 0.702 -0.633 1.155 -0.42
C 1.401 0.550 1.802 0.09
C 2.495 0.132 2.765 -0.63
O 0.461 1.425 2.408 -0.73
C 0.026 -0.276 -0.164 -0.20
N -1.088 0.635 -0.010 -0.65
C -1.868 0.859 -1.208 -0.42
H 0.010 -1.063 1.885 0.21
H 1.452 -1.396 0.915 0.20
H 1.844 1.131 0.988 0.17
H 3.289 0.887 2.853 0.22
H 2.113 -0.086 3.773 0.20
H 3.018 -0.764 2.416 0.22
H 0.350 1.193 3.335 0.47
H 0.797 0.058 -0.865 0.15
H -0.389 -1.193 -0.583 0.19
H -0.863 1.523 0.416 0.38
H -1.417 0.439 -2.108 0.18
H -1.872 1.915 -1.525 0.19
H -2.892 0.481 -1.179 0.18
H -2.216 -2.941 -5.197 0.47
H -2.209 -1.606 -5.935 0.47
O -1.629 -2.325 -5.665 -0.94
```

# 2
This record from the OMol25 dataset describes a structure of composition C3HLiO4Sc. The level of theory is wB97M-V/def2-TZVPD.

Results
Strongest force on any atom in hartree/bohr: 0.0908
LUMO (alpha / beta) in Eh: -0.55368 / -0.55371
Charge: +3
Gap between HOMO and LUMO (alpha / beta) in eV: 7.242 / 7.241
Spin multiplicity: 1

XYZ file:
```
10
Properties=species:S:1:pos:R:3:nbo_charge:R:1
O -0.175 -1.241 1.746 -0.75
C -0.395 -0.033 1.597 1.05
O -0.223 0.599 0.464 -0.37
O -1.058 0.689 2.446 -0.51
Sc 0.724 -2.217 0.177 2.27
C 0.370 -0.164 -0.554 -0.53
C 0.642 0.369 -1.704 0.78
O 0.959 0.721 -2.789 -0.49
Li 0.515 1.134 -4.578 0.99
H -1.358 0.142 3.194 0.56
```

no.,M (g/mol)
1,121.18
2,152.93